ORCA calculation (the ωB97M-V functional and the def2-TZVPD basis) on a cluster of 18 separate species, C75H108O33 in total in a non-equilibrium geometry.

Computed properties:
LUMO level, eV: 0.551
Electronic energy, eV: -147089.6998
Molecular weight, g/mol: 1537.66
Maximum force, hartree/bohr: 0.08768
Orbital gap, eV: 9.47

ORCA input file:
```
! RIJCOSX wB97M-V def2-TZVPD def2/J DEFGRID3
* xyz 0 1
C 3.549 2.368 -2.027
O 3.432 1.050 -2.525
C 3.812 0.087 -1.703
O 4.401 0.344 -0.665
O 3.383 -1.078 -2.028
C 3.985 -2.218 -1.386
H 4.572 2.784 -2.017
H 3.140 2.429 -1.067
H 2.928 3.070 -2.611
H 3.135 -2.889 -1.272
H 4.476 -1.901 -0.460
H 4.769 -2.685 -1.989
C 5.161 -7.046 -2.138
O 3.915 -7.571 -1.714
C 3.057 -6.697 -1.126
O 3.258 -5.487 -1.157
O 2.071 -7.396 -0.562
C 0.760 -6.694 -0.450
H 5.921 -7.679 -1.691
H 5.273 -5.960 -1.924
H 5.216 -7.100 -3.213
H 0.380 -6.885 0.535
H 0.148 -7.055 -1.224
H 0.889 -5.627 -0.635
C -7.457 3.870 0.147
O -6.106 4.169 -0.266
C -5.177 4.183 0.694
O -5.412 3.888 1.843
O -4.004 4.438 0.121
C -2.845 4.599 0.894
H -8.008 3.883 -0.803
H -7.867 4.540 0.897
H -7.448 2.815 0.504
H -2.061 4.517 0.156
H -2.816 3.798 1.666
H -2.920 5.571 1.344
C -5.525 1.056 4.080
O -6.501 0.365 3.320
C -6.468 -0.945 3.253
O -5.788 -1.613 3.969
O -7.256 -1.323 2.216
C -7.409 -2.724 2.197
H -6.040 2.042 4.175
H -4.497 1.069 3.647
H -5.421 0.656 5.082
H -6.558 -3.360 2.034
H -8.123 -2.947 1.422
H -7.903 -3.088 3.156
C 0.916 -6.236 -4.719
O 0.516 -5.474 -3.598
C 0.707 -4.159 -3.609
O 1.177 -3.494 -4.504
O 0.275 -3.681 -2.445
C 0.414 -2.253 -2.257
H 0.272 -6.022 -5.551
H 0.768 -7.305 -4.431
H 1.954 -6.083 -4.939
H -0.105 -2.033 -1.315
H -0.093 -1.736 -3.102
H 1.483 -2.012 -2.342
C 1.416 -1.448 4.981
O 1.277 -0.025 4.999
C 1.716 0.423 6.197
O 2.205 -0.129 7.135
O 1.404 1.749 6.167
C 1.778 2.563 7.242
H 1.206 -1.746 3.922
H 0.604 -1.879 5.603
H 2.386 -1.812 5.188
H 2.820 2.871 7.283
H 1.513 2.149 8.194
H 1.161 3.454 7.063
C 0.273 -0.948 -7.788
O -0.319 -2.260 -8.171
C -0.297 -2.724 -9.405
O -0.811 -3.791 -9.717
O 0.405 -1.959 -10.287
C 0.439 -2.579 -11.573
H 1.330 -0.881 -8.095
H 0.114 -0.914 -6.723
H -0.239 -0.150 -8.268
H 1.067 -1.998 -12.208
H -0.613 -2.543 -11.941
H 0.844 -3.576 -11.573
C 6.442 2.328 6.147
O 6.402 1.851 4.753
C 5.398 1.031 4.374
O 4.445 0.695 5.009
O 5.671 0.531 3.165
C 4.751 -0.405 2.550
H 7.481 2.414 6.404
H 5.934 1.562 6.775
H 5.793 3.237 6.212
H 5.151 -0.394 1.543
H 3.746 -0.144 2.489
H 4.811 -1.368 3.064
C -5.084 4.542 5.234
O -4.683 3.625 6.251
C -3.470 3.066 6.191
O -2.658 3.194 5.275
O -3.405 2.239 7.191
C -2.241 1.318 7.244
H -5.450 5.386 5.825
H -5.952 4.035 4.759
H -4.282 4.884 4.540
H -1.452 1.718 6.649
H -2.623 0.465 6.638
H -2.003 1.116 8.300
C 5.991 -3.628 4.499
O 6.036 -3.607 3.101
C 6.033 -4.636 2.359
O 5.977 -4.597 1.154
O 6.010 -5.813 2.979
C 5.736 -7.001 2.171
H 6.805 -4.108 4.955
H 5.113 -4.256 4.779
H 5.871 -2.619 4.822
H 5.684 -7.839 2.905
H 6.501 -7.087 1.393
H 4.798 -6.786 1.628
C 0.875 4.385 -0.169
O 1.057 4.396 -1.593
C 1.890 5.312 -2.057
O 2.497 6.070 -1.374
O 1.929 5.215 -3.405
C 2.608 6.154 -4.206
H 1.856 4.239 0.211
H 0.273 3.500 0.016
H 0.306 5.230 0.054
H 2.125 7.157 -4.212
H 2.453 5.766 -5.213
H 3.689 6.205 -3.969
C 3.045 5.591 2.480
C 3.982 5.402 1.509
C 4.387 4.128 1.121
C 3.806 3.060 1.809
C 2.889 3.236 2.830
C 2.529 4.494 3.194
H 2.793 6.692 2.620
H 4.542 6.251 1.063
H 5.070 3.966 0.366
H 4.031 2.077 1.403
H 2.473 2.379 3.279
H 1.749 4.640 3.957
C -4.975 -0.826 -2.866
C -5.982 -1.670 -3.172
C -5.755 -2.743 -4.086
C -4.470 -2.886 -4.651
C -3.481 -1.965 -4.386
C -3.741 -0.885 -3.563
H -5.027 -0.143 -2.086
H -6.957 -1.584 -2.707
H -6.478 -3.496 -4.287
H -4.238 -3.670 -5.346
H -2.551 -1.986 -4.940
H -2.993 -0.108 -3.509
C -3.674 -3.523 -0.604
C -4.407 -4.771 -0.383
C -4.651 -5.049 0.961
C -4.068 -4.313 2.028
C -3.457 -3.080 1.728
C -3.258 -2.751 0.460
H -3.477 -3.185 -1.578
H -4.827 -5.417 -1.133
H -5.148 -6.012 1.268
H -4.191 -4.635 3.108
H -2.997 -2.452 2.537
H -2.775 -1.816 0.328
C -0.631 7.338 -2.113
C -1.101 8.177 -1.075
C -2.475 8.113 -0.719
C -3.331 7.213 -1.364
C -2.901 6.478 -2.471
C -1.608 6.609 -2.857
H 0.412 7.300 -2.368
H -0.436 8.809 -0.561
H -2.898 8.804 0.020
H -4.394 7.128 -0.994
H -3.555 5.864 -3.049
H -1.209 6.036 -3.771
C 0.370 -3.166 1.402
C 0.056 -4.229 2.315
C 1.154 -5.066 2.719
C 2.419 -4.796 2.225
C 2.728 -3.623 1.526
C 1.661 -2.873 1.054
H -0.466 -2.528 1.113
H -0.953 -4.298 2.745
H 0.839 -5.867 3.395
H 3.145 -5.501 2.570
H 3.807 -3.411 1.157
H 1.921 -2.031 0.364
C 0.223 2.545 -4.903
C -0.160 1.912 -6.097
C -1.510 1.767 -6.292
C -2.461 2.038 -5.280
C -2.047 2.497 -4.059
C -0.700 2.831 -3.862
H 1.261 2.744 -4.777
H 0.568 1.903 -6.867
H -1.937 1.578 -7.267
H -3.551 1.941 -5.533
H -2.700 2.755 -3.187
H -0.432 3.368 -2.960
C -0.903 0.946 -0.597
C 0.445 0.750 -0.529
C 1.083 0.714 0.722
C 0.291 0.570 1.901
C -1.069 0.521 1.734
C -1.688 0.752 0.510
H -1.280 1.378 -1.539
H 0.958 0.774 -1.471
H 2.137 0.762 0.819
H 0.849 0.557 2.876
H -1.718 0.485 2.682
H -2.749 0.922 0.448
*
```